[1]
C5H10O2 | ωB97M-V/def2-TZVPD

The geometry in XYZ format:
```
17
C5H10O2 ωB97M-V/def2-TZVPD
C -1.084 0.567 -1.823
C -1.656 0.546 -0.433
O 1.739 -0.144 -0.617
C 1.984 -0.950 0.256
C 1.030 -1.350 1.345
C -1.098 1.081 0.656
O 0.119 1.678 0.749
H -0.733 -0.421 -2.146
H -0.235 1.253 -1.910
H -1.845 0.897 -2.539
H -2.627 0.077 -0.298
H 2.985 -1.420 0.279
H 1.354 -2.269 1.839
H 0.019 -1.460 0.940
H 0.990 -0.539 2.083
H -1.604 1.075 1.618
H 0.662 1.377 0.001
```

F_max: 0.5 eV/Å
Energy above the lowest of the compared OMol25 structures with the same formula, charge and spin: 1.984 eV
Kohn-Sham gap: 9.4014 eV
SMILES: C/C=C\O.CC=O


[2]
C26H36N5O2SbV | ωB97M-V/def2-TZVPD

The geometry in XYZ format:
```
71
C26H36N5O2SbV ωB97M-V/def2-TZVPD
V 0.706 -0.187 0.827
C -2.994 0.253 -0.043
C -3.208 -0.730 1.122
C -1.939 -1.287 1.822
N -0.894 -0.300 1.966
C -0.966 0.600 2.954
C -1.939 0.577 3.961
C -2.113 1.377 5.081
C -1.499 2.564 5.423
C -0.485 3.207 4.717
C 0.259 2.736 3.665
C 0.184 1.514 2.953
N 1.142 1.077 2.165
C 2.496 1.559 2.246
C 2.917 2.243 0.942
C 2.874 1.246 -0.226
N 1.522 0.952 -0.652
C 1.017 1.609 -1.685
C 1.627 2.798 -2.178
C 1.377 3.587 -3.284
C 0.393 3.495 -4.257
C -0.633 2.563 -4.307
C -0.874 1.515 -3.440
C -0.182 1.054 -2.313
N -0.634 -0.105 -1.778
C -1.810 -0.897 -2.048
C -3.092 -0.295 -1.475
H -2.046 0.784 0.101
H -3.782 1.003 0.028
H -3.840 -1.564 0.809
H -3.768 -0.181 1.881
H -1.496 -2.134 1.292
H -2.252 -1.699 2.792
H -2.640 -0.245 3.919
H -2.874 1.026 5.767
H -1.851 3.054 6.320
H -0.211 4.188 5.080
H 1.036 3.409 3.324
H 3.137 0.674 2.395
H 2.654 2.232 3.099
H 3.931 2.629 1.055
H 2.249 3.088 0.742
H 3.315 0.297 0.102
H 3.479 1.611 -1.066
H 2.441 3.167 -1.572
H 2.055 4.424 -3.397
H 0.419 4.235 -5.043
H -1.327 2.657 -5.131
H -1.731 0.914 -3.712
H -0.778 -2.720 -1.659
H -1.957 -1.219 -3.088
H -3.894 -1.032 -1.546
H -3.359 0.539 -2.125
N -1.257 -1.948 -1.169
C -0.207 -0.923 -0.773
H -1.883 -2.314 -0.448
O 1.720 -1.284 1.150
O 2.636 -2.144 1.192
C 3.028 -4.802 -1.826
Sb 1.948 -2.952 -1.466
C 0.653 -4.026 -0.068
C 0.674 -3.312 -3.257
H 2.298 -5.566 -2.070
H 3.566 -5.081 -0.928
H 3.728 -4.693 -2.644
H -0.145 -4.594 -0.546
H 0.260 -3.347 0.686
H 1.315 -4.722 0.435
H -0.042 -4.121 -3.134
H 1.365 -3.617 -4.033
H 0.178 -2.414 -3.620
```

F_max: 4.5 eV/Å
Charge: +1
Kohn-Sham gap (alpha / beta): 6.0493 / 6.1337 eV
⟨S²⟩: 2.08
Multiplicity: 3


[3]
C10H10BrNO3 | ωB97M-V/def2-TZVPD

The geometry in XYZ format:
```
25
C10H10BrNO3 ωB97M-V/def2-TZVPD
C 2.377 -2.117 0.432
C 1.192 -1.649 0.020
C 3.132 -1.000 0.956
C -1.964 -1.424 -1.275
C 1.046 2.792 0.705
C 1.422 2.681 -0.641
C 0.234 1.861 -0.262
C 1.250 -0.195 0.113
C -2.665 -1.211 -0.228
C -4.142 -1.243 -0.242
N 0.275 0.506 -0.200
O 4.135 -1.001 1.606
O -1.322 -1.487 -2.240
O 2.484 0.157 0.567
Br -1.822 -0.792 1.416
H 2.607 -3.211 0.427
H 0.302 -2.197 -0.460
H 1.630 2.266 1.438
H 0.368 3.458 1.153
H 1.437 3.454 -1.366
H 2.170 1.936 -0.708
H -0.823 2.179 -0.360
H -4.303 -1.649 -1.307
H -4.442 -0.187 -0.122
H -4.578 -1.929 0.577
```

F_max: 3.2 eV/Å
Energy above the lowest of the compared OMol25 structures with the same formula, charge and spin: 3.016 eV
Kohn-Sham gap: 8.5028 eV
SMILES: O=C1C=C/C(=N/C2CC2)O1.CC(Br)=C=O


[4]
C4H6O2P | ωB97M-V/def2-TZVPD

The geometry in XYZ format:
```
13
C4H6O2P ωB97M-V/def2-TZVPD
C 1.218 1.046 -0.079
C 1.561 -0.229 0.144
C -0.141 1.488 0.254
C 0.342 -1.074 0.413
O -2.374 -0.170 1.086
O -1.727 -0.232 -1.457
P -1.200 0.056 0.194
H 2.004 1.931 -0.383
H 2.485 -0.731 0.240
H -0.657 2.305 -0.090
H 0.209 -2.037 -0.283
H 0.412 -1.296 1.438
H -2.132 -1.058 -1.476
```

F_max: 3.8 eV/Å
Charge: -1
Energy above the lowest of the compared OMol25 structures with the same formula, charge and spin: 0.999 eV
Kohn-Sham gap: 6.4001 eV
SMILES: [O-][P@@]1(O)=CC=CC1


[5]
C4H12 | ωB97M-V/def2-TZVPD

The geometry in XYZ format:
```
16
C4H12 ωB97M-V/def2-TZVPD
C 2.096 -0.137 2.179
C 1.406 1.216 1.966
H 3.171 0.000 2.189
H 1.743 -0.534 3.136
H 1.721 -0.879 1.481
H 0.367 1.190 2.289
H 1.801 1.988 2.584
H 1.461 1.500 0.916
C -1.175 -0.831 -2.501
C -2.310 -0.225 -1.664
H -1.292 -0.735 -3.579
H -0.224 -0.456 -2.223
H -1.056 -1.909 -2.347
H -1.965 -0.056 -0.645
H -2.529 0.685 -2.224
H -3.216 -0.817 -1.558
```

F_max: 1.9 eV/Å
Energy above the lowest of the compared OMol25 structures with the same formula, charge and spin: 0.342 eV
Kohn-Sham gap: 12.6872 eV
SMILES: CC.CC


[6]
C17H56N8O11 | ωB97M-V/def2-TZVPD

The geometry in XYZ format:
```
92
C17H56N8O11 ωB97M-V/def2-TZVPD
C -2.835 -1.963 2.478
C -4.272 -2.439 2.549
O -5.233 -1.490 2.146
H -2.585 -0.989 2.948
H -2.582 -1.812 1.435
H -2.173 -2.723 2.879
H -4.325 -2.628 3.680
H -4.613 -3.344 2.006
H -6.085 -1.635 2.603
C 2.909 0.634 1.973
C 4.114 1.498 1.641
O 5.188 0.686 1.432
H 3.205 -0.333 2.410
H 2.351 0.433 1.038
H 2.303 1.252 2.616
H 4.397 2.125 2.535
H 3.968 2.064 0.745
H 4.969 -0.008 0.814
C -2.576 -2.212 -1.887
C -2.181 -1.024 -2.802
O -2.921 0.166 -2.377
H -2.105 -2.099 -0.962
H -2.126 -3.155 -2.186
H -3.625 -2.389 -1.711
H -2.442 -1.111 -3.859
H -1.087 -0.871 -2.790
H -3.105 0.703 -3.169
C 2.642 -0.565 -3.376
C 1.745 0.533 -2.905
O 2.153 0.803 -1.581
H 2.544 -1.360 -2.652
H 3.701 -0.377 -3.559
H 2.274 -1.042 -4.268
H 0.768 0.189 -2.944
H 1.958 1.411 -3.570
H 2.057 1.724 -1.541
C -0.453 0.719 3.681
C -0.049 -0.252 4.867
O 1.262 -0.062 5.044
H -1.589 0.900 3.619
H -0.193 0.224 2.768
H 0.105 1.591 3.649
H -0.318 -1.256 4.680
H -0.667 -0.084 5.766
H 1.630 -0.900 5.224
C -1.524 4.237 -1.481
C -1.905 3.332 -2.590
O -0.893 2.344 -2.707
H -2.360 4.825 -1.175
H -0.756 4.824 -1.873
H -1.190 3.812 -0.562
H -2.144 3.933 -3.493
H -2.905 2.871 -2.389
H -0.805 2.117 -3.608
C 2.193 3.696 -0.545
O 3.271 4.505 -0.295
N 1.500 3.089 0.371
N 1.650 3.582 -1.725
H 1.655 3.250 1.391
H 0.833 2.389 0.202
H 2.065 4.030 -2.526
H 0.660 3.278 -1.874
C 0.893 -4.079 -1.260
O 2.272 -4.259 -1.380
N 0.322 -3.354 -0.335
N -0.081 -4.637 -1.968
H 1.028 -2.912 0.287
H -0.605 -3.574 -0.060
H 0.235 -5.076 -2.891
H -0.984 -4.391 -1.775
C -3.669 1.182 1.166
O -3.969 1.359 2.471
N -3.897 0.098 0.438
N -3.206 2.095 0.381
H -4.181 -0.677 0.964
H -3.639 -0.061 -0.483
H -3.257 3.075 0.823
H -2.389 1.809 -0.190
C 3.647 -2.071 0.270
O 2.361 -2.106 0.684
N 4.569 -2.792 0.774
N 4.023 -1.175 -0.569
H 4.195 -3.678 1.157
H 5.518 -2.817 0.430
H 3.224 -0.564 -0.811
H 4.915 -1.093 -1.009
C -0.419 -0.179 0.046
O -0.527 1.094 -0.245
H -1.281 -0.599 0.492
H 0.513 -0.584 0.427
H -0.469 -0.711 -0.830
H -0.587 1.060 -1.206
```

F_max: 8.8 eV/Å
Energy above the lowest of the compared OMol25 structures with the same formula, charge and spin: 7.814 eV
Kohn-Sham gap: 8.3694 eV
SMILES: NC(N)=O.NC(N)=O.NC(N)=O.NC(N)=O.CCO.CCO.CCO.CCO.CCO.CCO.CO


[7]
C43H34ClN5O2PSr | ωB97M-V/def2-TZVPD

The geometry in XYZ format:
```
87
C43H34ClN5O2PSr ωB97M-V/def2-TZVPD
Sr 0.724 0.041 1.056
O 2.691 -1.225 0.385
C 2.493 -2.411 0.841
N 2.509 -2.841 2.056
C 2.863 -1.981 3.118
C 4.180 -2.017 3.573
C 4.589 -1.305 4.688
C 3.661 -0.545 5.388
C 2.347 -0.496 4.953
C 1.923 -1.190 3.816
N 0.629 -1.024 3.281
C -0.420 -0.979 4.093
O -0.496 -1.158 5.316
C -1.735 -0.666 3.376
C -2.920 -0.738 4.105
C -4.118 -0.459 3.480
C -4.110 -0.114 2.134
C -2.891 -0.057 1.486
N -1.727 -0.318 2.087
C 2.157 -3.467 -0.190
C 2.671 -4.756 -0.075
C 2.383 -5.681 -1.059
C 1.566 -5.300 -2.116
C 1.074 -4.006 -2.131
N 1.364 -3.097 -1.199
H 4.881 -2.636 3.024
H 5.622 -1.348 5.012
H 3.958 0.013 6.267
H 1.618 0.094 5.491
H -2.845 -1.009 5.148
H -5.049 -0.507 4.033
H -5.017 0.119 1.593
H -2.843 0.223 0.439
H 3.276 -4.995 0.788
H 2.783 -6.687 -1.005
H 1.307 -5.990 -2.909
H 0.408 -3.684 -2.923
N -0.789 2.115 -0.208
C -1.878 2.094 -1.128
C -2.910 3.019 -1.037
C -3.978 2.951 -1.923
C -4.005 1.974 -2.906
C -2.973 1.049 -2.994
C -1.909 1.086 -2.099
P -0.567 -0.156 -1.977
C -1.012 -1.331 -3.307
C -0.370 -1.378 -4.541
C -0.727 -2.337 -5.481
C -1.732 -3.251 -5.200
C -2.378 -3.210 -3.971
C -2.012 -2.263 -3.028
C 0.845 0.763 -2.692
C 2.122 0.313 -2.354
C 3.241 0.981 -2.833
C 3.095 2.097 -3.645
C 1.825 2.550 -3.980
C 0.704 1.887 -3.505
H -1.041 2.638 0.629
H 0.031 2.600 -0.577
H -2.871 3.783 -0.269
H -4.783 3.671 -1.844
H -4.833 1.923 -3.602
H -3.006 0.277 -3.753
H 0.419 -0.671 -4.764
H -0.214 -2.370 -6.434
H -2.007 -3.999 -5.933
H -3.154 -3.929 -3.740
H -2.495 -2.253 -2.057
H 2.243 -0.545 -1.700
H 4.227 0.636 -2.549
H 3.970 2.623 -4.007
H 1.707 3.425 -4.607
H -0.287 2.246 -3.760
Cl -3.158 5.765 1.837
C -1.686 4.819 2.015
C -0.533 5.187 1.329
C 0.614 4.430 1.441
C 0.676 3.239 2.228
C 1.769 2.349 2.197
C -0.511 2.954 2.972
C -1.660 3.712 2.854
H -0.543 6.071 0.703
H 1.500 4.733 0.892
H 1.886 1.685 3.054
H 2.708 2.712 1.788
H -0.514 2.092 3.632
H -2.548 3.439 3.413
```

F_max: 0.3 eV/Å
Charge: -1
Energy above the lowest of the compared OMol25 structures with the same formula, charge and spin: 0.637 eV
Kohn-Sham gap: 5.7870 eV


[8]
C3H7IOS | ωB97M-V/def2-TZVPD

The geometry in XYZ format:
```
13
C3H7IOS ωB97M-V/def2-TZVPD
C 1.253 0.409 0.876
C -0.189 0.321 0.563
C -0.460 -1.314 -0.672
O -0.697 1.434 -0.065
S -0.584 -0.562 -2.321
I -2.151 -2.404 0.133
H 1.845 0.890 0.030
H 1.813 -0.458 1.146
H 1.174 0.982 1.718
H -0.911 0.071 1.361
H 0.446 -1.862 -0.623
H -0.044 2.132 -0.256
H -1.494 0.361 -1.889
```

F_max: 4.1 eV/Å
Energy above the lowest of the compared OMol25 structures with the same formula, charge and spin: 1.260 eV
Kohn-Sham gap: 8.8814 eV


[9]
C27H56Cl32FN2O | ωB97M-V/def2-TZVPD

The geometry in XYZ format:
```
119
C27H56Cl32FN2O ωB97M-V/def2-TZVPD
C 0.688 -4.940 3.502
C -0.694 -4.281 3.652
N -1.135 -3.713 2.375
C -2.416 -2.992 2.379
C -2.349 -1.644 1.620
C -1.501 -0.511 2.250
C -0.793 -0.813 3.560
F -2.362 0.562 2.477
C -3.448 -3.813 1.502
N -4.607 -4.302 2.340
C -4.063 -4.290 3.737
C -5.054 -4.211 4.922
O -6.076 -3.273 4.757
C -5.882 -2.088 5.509
C -3.242 -2.989 3.706
H 1.393 -4.290 2.986
H 1.068 -5.132 4.508
H 0.602 -5.912 3.012
H -0.605 -3.503 4.410
H -1.363 -5.053 4.059
H -1.158 -4.489 1.726
H -3.369 -1.264 1.531
H -1.914 -1.860 0.641
H -0.749 -0.179 1.531
H -1.515 -0.982 4.363
H -0.066 -1.617 3.491
H -0.261 0.100 3.846
H -3.051 -4.605 0.868
H -3.937 -3.155 0.774
H -4.727 -5.278 2.054
H -5.474 -3.793 2.163
H -3.524 -5.232 3.842
H -5.537 -5.194 5.018
H -4.466 -4.073 5.832
H -6.726 -1.896 6.176
H -5.821 -1.246 4.823
H -4.971 -2.097 6.113
H -3.972 -2.192 3.512
H -2.712 -2.759 4.622
C 2.372 1.670 3.902
Cl 2.554 0.731 2.415
Cl 2.055 0.623 5.289
H 3.289 2.217 4.084
H 1.540 2.356 3.782
C 3.003 1.527 -1.340
Cl 1.951 2.161 -2.613
Cl 3.250 -0.215 -1.500
H 3.966 2.021 -1.407
H 2.544 1.729 -0.380
C 2.652 2.590 -6.282
Cl 1.607 3.228 -7.555
Cl 2.882 0.844 -6.443
H 3.617 3.076 -6.350
H 2.197 2.794 -5.320
C 4.857 5.627 -8.818
Cl 4.964 4.306 -9.985
Cl 5.307 5.089 -7.187
H 5.541 6.412 -9.115
H 3.844 5.993 -8.804
C 6.069 1.454 5.736
Cl 5.900 0.789 4.107
Cl 4.954 2.798 6.010
H 5.850 0.673 6.456
H 7.082 1.816 5.866
C 0.441 6.900 -6.792
Cl 2.163 6.555 -6.998
Cl -0.407 6.946 -8.340
H 0.006 6.118 -6.180
H 0.336 7.863 -6.306
C 8.622 7.545 -7.781
Cl 7.610 8.184 -9.083
Cl 8.800 5.789 -7.867
H 9.604 7.995 -7.865
H 8.169 7.802 -6.831
C 4.222 -1.062 -9.590
Cl 5.833 -0.358 -9.767
Cl 4.274 -2.829 -9.635
H 3.810 -0.749 -8.638
H 3.597 -0.713 -10.404
C -8.318 -2.826 8.414
Cl -7.579 -4.294 7.759
Cl -7.255 -2.020 9.572
H -8.521 -2.146 7.595
H -9.240 -3.095 8.916
C 3.537 3.055 9.564
Cl 1.824 2.812 9.194
Cl 4.505 1.634 9.155
H 3.904 3.904 8.998
H 3.634 3.243 10.627
C 7.208 0.778 -12.992
Cl 8.549 0.435 -14.092
Cl 5.666 0.885 -13.848
H 7.142 -0.022 -12.264
H 7.396 1.724 -12.498
C 3.317 -3.602 -13.160
Cl 3.942 -1.956 -13.309
Cl 2.944 -4.310 -14.736
H 4.068 -4.213 -12.673
H 2.410 -3.578 -12.567
C -8.001 -0.472 2.459
Cl -9.665 -0.803 1.991
Cl -6.968 -1.899 2.152
H -7.629 0.358 1.869
H -7.981 -0.222 3.514
C 2.455 5.466 6.589
Cl 2.482 6.206 8.193
Cl 3.389 6.392 5.411
H 2.877 4.470 6.663
H 1.426 5.411 6.253
C -7.194 2.470 6.140
Cl -6.897 1.473 4.704
Cl -7.512 1.454 7.548
H -6.314 3.071 6.334
H -8.053 3.104 5.953
C -4.178 -6.292 -1.240
Cl -4.079 -7.456 -2.551
Cl -3.742 -7.033 0.320
H -3.490 -5.478 -1.441
H -5.196 -5.922 -1.175
```

F_max: 2.1 eV/Å
Charge: +1
Energy above the lowest of the compared OMol25 structures with the same formula, charge and spin: 0.000 eV
Kohn-Sham gap: 8.9499 eV


[10]
C2H3INO2 | ωB97M-V/def2-TZVPD

The geometry in XYZ format:
```
9
C2H3INO2 ωB97M-V/def2-TZVPD
C 0.401 1.452 1.201
C 0.071 -0.653 -1.141
N -0.525 -0.245 0.071
O 1.397 1.794 0.732
O -1.365 -0.843 0.681
I -0.686 1.210 2.776
H 0.748 -1.574 -0.832
H 0.713 0.046 -1.618
H -0.754 -1.186 -1.870
```

F_max: 5.6 eV/Å
Charge: +1
Energy above the lowest of the compared OMol25 structures with the same formula, charge and spin: 1.648 eV
Kohn-Sham gap: 8.8783 eV


[11]
C6H24O6 | ωB97M-V/def2-TZVPD

The geometry in XYZ format:
```
36
C6H24O6 ωB97M-V/def2-TZVPD
C -3.269 1.232 -1.380
O -4.001 0.115 -0.928
H -2.383 0.916 -1.931
H -3.862 1.857 -2.048
H -2.991 1.884 -0.552
H -4.751 0.444 -0.427
C 0.765 -1.565 4.651
O 0.859 -2.191 3.326
H 1.229 -0.578 4.676
H -0.282 -1.443 4.928
H 1.222 -2.252 5.364
H 0.420 -3.041 3.407
C -0.683 -0.928 0.641
O 0.637 -1.026 0.986
H -1.264 -0.051 0.927
H -0.784 -0.865 -0.442
H -1.298 -1.750 1.009
H 0.655 -1.298 1.907
C -0.519 3.510 -1.068
O -0.454 2.465 -0.116
H -0.812 4.364 -0.457
H 0.428 3.688 -1.577
H -1.315 3.300 -1.782
H -0.009 1.728 -0.542
C 1.223 -2.807 -2.053
O 2.099 -2.348 -1.057
H 0.349 -2.157 -2.100
H 1.697 -2.981 -3.019
H 0.915 -3.805 -1.743
H 1.511 -1.919 -0.431
C 2.601 1.309 -1.053
O 1.578 1.479 -2.052
H 3.623 1.451 -1.404
H 2.385 1.986 -0.227
H 2.618 0.308 -0.623
H 1.863 0.967 -2.812
```

F_max: 2.5 eV/Å
Charge: +1
Energy above the lowest of the compared OMol25 structures with the same formula, charge and spin: 2.915 eV
Kohn-Sham gap (alpha / beta): 10.0260 / 2.8480 eV
⟨S²⟩: 0.76
Multiplicity: 2